[1]
81
Properties=species:S:1:pos:R:3:lowdin_charge:R:1 method="wB97M-V/def2-TZVPD" orbital_gap_ev="5.917 / 5.903" multiplicity=2 e_lumo_ev="1.6374 / 1.6431" max_force_ev_per_a=0.467 s_squared=0.86 e_tot_ha=-4757.158125 de_lowest_kcal_mol=0.6 total_charge=-1 homo_ev="-4.28 / -4.26"
Co 0.6675 0.7293 0.2935 0.409
S -1.3888 -1.0773 -2.7730 0.222
P -1.7376 -1.2354 -0.8001 0.408
C -0.4838 -0.8956 0.2713 -0.615
P 0.2383 -1.8444 1.4512 0.405
S 2.1482 -1.2846 1.7558 0.254
C 0.1861 -3.6456 1.1038 -0.319
C 1.0234 -4.1190 0.0935 -0.105
C 1.0532 -5.4620 -0.2333 -0.089
C 0.2422 -6.3597 0.4521 -0.104
C -0.5928 -5.9001 1.4564 -0.094
C -0.6183 -4.5498 1.7832 -0.090
C -0.5806 -1.7413 3.0913 -0.338
C -1.7329 -0.9839 3.2291 -0.083
C -2.3408 -0.8348 4.4708 -0.078
C -1.7965 -1.4523 5.5828 -0.103
C -0.6382 -2.2140 5.4542 -0.095
C -0.0306 -2.3480 4.2197 -0.112
C -2.4802 -2.8725 -0.4263 -0.334
C -3.3027 -3.0076 0.6905 -0.093
C -3.9236 -4.2131 0.9698 -0.090
C -3.7191 -5.3053 0.1360 -0.107
C -2.8915 -5.1822 -0.9692 -0.093
C -2.2824 -3.9680 -1.2539 -0.103
C -3.2042 -0.1541 -0.5158 -0.342
C -4.4105 -0.3725 -1.1789 -0.103
C -5.4723 0.4966 -1.0069 -0.095
C -5.3440 1.6051 -0.1731 -0.104
C -4.1519 1.8283 0.4942 -0.076
C -3.0914 0.9460 0.3206 -0.092
H 1.6686 -3.4166 -0.4218 0.079
H 1.7088 -5.8130 -1.0195 0.096
H 0.2606 -7.4117 0.1991 0.094
H -1.2354 -6.5911 1.9865 0.101
H -1.2816 -4.2009 2.5642 0.103
H -2.1375 -0.4911 2.3554 0.073
H -3.2281 -0.2224 4.5641 0.100
H -2.2609 -1.3316 6.5530 0.092
H -0.2039 -2.6893 6.3240 0.094
H 0.8873 -2.9164 4.1224 0.098
H -3.4601 -2.1596 1.3450 0.101
H -4.5635 -4.3015 1.8386 0.100
H -4.2037 -6.2502 0.3501 0.096
H -2.7235 -6.0327 -1.6177 0.100
H -1.6561 -3.8520 -2.1303 0.074
H -4.5110 -1.2264 -1.8392 0.103
H -6.4049 0.3155 -1.5257 0.094
H -6.1763 2.2862 -0.0449 0.092
H -4.0398 2.6742 1.1608 0.102
H -2.1635 1.0791 0.8593 0.063
O -1.1080 3.5179 2.4935 0.045
C -0.5786 2.8126 1.6469 -0.604
O -0.0675 1.6534 1.8067 -0.090
C -0.5318 3.3508 0.2088 -0.160
C -1.0147 4.6563 -0.0383 0.012
C -0.9573 5.1412 -1.3070 0.002
C -0.4668 4.3141 -2.3492 -0.154
C -0.4059 4.7475 -3.6959 -0.044
C 0.0302 3.9043 -4.6762 -0.083
C 0.3979 2.5800 -4.3516 -0.063
C 0.3550 2.1389 -3.0614 -0.024
C -0.0484 3.0104 -2.0222 -0.175
N -0.0520 2.5628 -0.7262 0.150
H -1.4000 5.2129 0.8024 0.115
H -1.2988 6.1424 -1.5426 0.115
H -0.7252 5.7559 -3.9299 0.108
H 0.0684 4.2370 -5.7048 0.099
H 0.6917 1.8967 -5.1363 0.106
H 0.5544 1.1053 -2.8226 0.052
N 5.5131 -0.7208 -4.9323 0.153
C 4.7453 -0.5529 -4.0918 -0.171
C 3.7829 -0.3343 -3.0352 -0.213
C 3.9413 0.7453 -2.1650 0.001
C 2.9866 0.9224 -1.1889 -0.102
N 1.9281 0.1100 -1.0507 -0.044
C 1.7954 -0.9412 -1.8632 -0.149
C 2.7061 -1.1946 -2.8793 0.023
H 4.7737 1.4270 -2.2547 0.120
H 3.0625 1.7434 -0.4810 0.128
H 0.9259 -1.5567 -1.6938 0.025
H 2.5573 -2.0385 -3.5358 0.127

=====

[2]
83
Properties=species:S:1:pos:R:3:lowdin_charge:R:1 method="wB97M-V/def2-TZVPD" orbital_gap_ev="7.083 / 7.033" multiplicity=4 e_lumo_ev="-3.2037 / -3.2801" max_force_ev_per_a=4.076 s_squared=3.76 e_tot_ha=-8836.277961 de_lowest_kcal_mol=2.0 total_charge=+1 homo_ev="-10.29 / -10.31"
Co -0.7660 0.4390 0.1042 0.557
C -1.7368 -0.8624 4.2936 -0.047
C -0.5220 -0.8811 5.0413 -0.065
C 0.5809 -0.3446 4.4478 0.000
C 0.5740 0.1273 3.0456 -0.303
N -0.5876 0.0915 2.4089 0.067
C -1.6452 -0.2952 3.0664 -0.199
N 1.7960 0.4180 2.4927 0.176
C 1.9670 0.9393 1.3279 -0.283
N 1.1052 1.1598 0.2419 0.059
C 1.9046 1.7935 -0.7131 -0.303
N 1.5048 2.3142 -1.8178 0.172
C 0.2885 2.1413 -2.4119 -0.254
C 0.1662 2.7938 -3.6967 0.001
C -0.9509 2.5875 -4.3659 -0.079
C -1.9701 1.7334 -3.9470 -0.046
C -1.8664 1.2408 -2.6970 -0.174
N -0.7467 1.3242 -1.9807 0.072
C 3.2855 1.8011 -0.3465 -0.103
C 4.5150 2.0646 -1.0020 -0.012
C 5.6803 1.7204 -0.3353 -0.052
C 5.6218 1.1714 0.9952 -0.063
C 4.4601 0.7932 1.5650 -0.031
C 3.3316 1.2496 0.9287 -0.126
H -2.6246 -1.2435 4.7419 0.101
H -0.4049 -1.2991 6.0323 0.110
H 1.5319 -0.3265 5.0591 0.130
H -2.5470 -0.4573 2.4971 0.089
H 0.9722 3.3517 -4.0106 0.094
H -1.0155 2.9652 -5.4195 0.137
H -2.7376 1.5561 -4.6279 0.093
H -2.5269 0.5963 -2.1997 0.072
H 4.4472 2.3912 -2.0796 0.135
H 6.6132 1.9137 -0.8936 0.114
H 6.5468 0.8393 1.4722 0.112
H 4.5348 0.3366 2.5538 0.129
Br -7.5985 0.0650 0.6712 0.837
C -5.7557 0.1785 0.3518 -0.663
C -5.0093 -0.9675 0.2304 -0.081
C -3.6473 -0.8722 0.1667 -0.131
N -2.9744 0.2619 0.2218 0.040
C -3.7158 1.3857 0.2265 -0.175
C -5.1103 1.4154 0.3961 -0.018
C -2.9115 2.6592 0.2295 -0.206
C -3.4470 3.8598 -0.1694 -0.084
C -2.6790 4.9749 0.0575 -0.669
Br -3.5461 6.5873 -0.3508 0.820
C -1.3949 4.9069 0.5884 -0.039
C -0.8963 3.6094 0.8005 -0.112
N -1.6384 2.5722 0.6246 0.075
H -5.4564 -1.9078 0.1765 0.100
H -3.0546 -1.7609 0.1645 0.096
H -5.6161 2.3837 0.5317 0.129
H -4.4214 3.9629 -0.6529 0.115
H -0.7171 5.7515 0.7028 0.121
H 0.1250 3.4888 1.1521 0.122
C -1.2634 -2.3586 -1.8728 -0.266
P -0.2119 -1.8030 -0.5674 0.982
C 0.0004 -3.3147 0.4588 -0.359
C 0.1372 -3.3175 1.8237 -0.121
C 0.4041 -4.4621 2.5113 -0.082
C 0.6627 -5.6428 1.8049 -0.082
C 0.5230 -5.7319 0.4508 -0.064
C 0.1946 -4.5480 -0.2305 -0.060
C 1.4145 -1.7399 -1.3889 -0.374
C 1.6456 -1.2603 -2.6501 -0.081
C 2.9831 -1.0000 -3.0483 -0.077
C 4.0729 -1.2010 -2.2296 -0.089
C 3.8531 -1.7529 -0.9426 -0.038
C 2.5114 -2.0369 -0.5902 -0.084
H -0.7562 -3.0636 -2.5501 0.066
H -1.5966 -1.4474 -2.4495 0.053
H -2.1835 -2.7634 -1.5806 0.024
H -0.0457 -2.4172 2.4954 0.107
H 0.4408 -4.4138 3.6173 0.122
H 0.9993 -6.5296 2.4362 0.135
H 0.7669 -6.5496 -0.1993 0.108
H 0.0575 -4.4217 -1.2987 0.089
H 0.8676 -1.0684 -3.3376 0.090
H 3.2216 -0.4608 -3.9731 0.112
H 5.0603 -0.8120 -2.6089 0.126
H 4.6954 -2.0170 -0.2750 0.118
H 2.2309 -2.5647 0.3042 0.089

=====

[3]
86
Properties=species:S:1:pos:R:3:lowdin_charge:R:1 method="wB97M-V/def2-TZVPD" orbital_gap_ev=5.849 e_lumo_ev=3.5283 max_force_ev_per_a=1.799 e_tot_ha=-2912.946953 de_lowest_kcal_mol=7.7 total_charge=-2 homo_ev=-2.32
La -0.1329 -0.1529 0.0450 2.039
O 1.7637 0.9804 1.1239 -0.222
C 2.9592 1.3211 0.8818 -0.400
C 3.9702 1.1948 1.8893 -0.014
C 5.2644 1.5897 1.6825 -0.112
C 5.6674 2.1508 0.4552 -0.139
C 4.7290 2.2757 -0.5400 -0.086
C 3.3954 1.8618 -0.3779 -0.175
C 2.5117 2.0251 -1.5080 -0.175
N 1.2991 1.6422 -1.6160 -0.021
C 0.6206 2.0162 -2.8552 -0.218
C -0.8683 1.6848 -2.7679 -0.239
N -0.9575 0.2571 -2.5777 -0.053
C -1.3268 -0.4584 -3.5653 -0.123
C -1.1669 -1.8845 -3.6672 -0.152
C -1.7389 -2.5608 -4.7553 -0.095
C -1.5227 -3.9001 -4.9787 -0.152
C -0.6792 -4.5968 -4.0886 -0.126
C -0.0801 -3.9668 -3.0316 -0.019
C -0.2863 -2.5713 -2.7547 -0.390
O 0.2893 -2.0026 -1.7878 -0.176
H 3.6594 0.7595 2.8320 0.112
H 5.9947 1.4659 2.4753 0.090
H 6.6906 2.4695 0.3008 0.077
H 5.0185 2.6999 -1.4988 0.096
H 2.9700 2.5634 -2.3544 0.125
H 1.0363 1.4443 -3.6938 0.118
H 0.7534 3.0836 -3.0731 0.105
H -1.3681 2.0279 -3.6862 0.108
H -1.3058 2.1989 -1.9074 0.090
H -1.7511 0.0361 -4.4550 0.117
H -2.3750 -1.9981 -5.4352 0.094
H -1.9843 -4.4096 -5.8161 0.072
H -0.5033 -5.6565 -4.2470 0.086
H 0.5548 -4.5079 -2.3394 0.109
C -0.0605 6.6392 -1.6442 -0.121
C 0.9968 5.8111 -1.2904 -0.097
C 0.7762 4.6484 -0.5681 -0.031
C -0.5128 4.3051 -0.1764 -0.261
C -1.5737 5.1482 -0.5140 -0.037
C -1.3496 6.3017 -1.2479 -0.106
N -0.7566 3.0845 0.5000 0.058
N -1.4149 3.2568 1.5388 0.067
C -1.8307 2.1484 2.3018 -0.310
C -2.6257 2.5537 3.3890 -0.072
C -3.0982 1.6200 4.2850 -0.132
C -2.7657 0.2818 4.0780 -0.110
C -2.0131 -0.0965 2.9754 -0.152
C -1.4838 0.8110 2.0385 -0.193
H 0.1149 7.5365 -2.2259 0.087
H 2.0074 6.0790 -1.5765 0.097
H 1.6004 4.0125 -0.2735 0.099
H -2.5694 4.8659 -0.1972 0.106
H -2.1838 6.9428 -1.5093 0.091
H -2.8569 3.6084 3.4939 0.088
H -3.7045 1.9201 5.1325 0.080
H -3.0938 -0.4691 4.7918 0.087
H -1.7934 -1.1563 2.8624 0.064
I 0.3668 -3.6879 4.2751 0.835
C 1.8887 -3.3678 2.8700 -0.629
C 3.0993 -4.0388 2.9879 -0.259
C 4.1024 -3.8066 2.0795 -0.672
I 5.9315 -4.8305 2.3559 0.778
C 3.9188 -2.9205 0.9952 -0.216
C 4.8813 -2.6357 0.0024 -0.064
C 4.5632 -1.8189 -1.0450 -0.047
C 3.2752 -1.2661 -1.1107 -0.136
N 2.3785 -1.4590 -0.1798 0.064
C 2.6638 -2.2598 0.8681 -0.124
C 1.6022 -2.4224 1.8599 -0.447
O 0.5278 -1.7635 1.8183 -0.238
H 3.2486 -4.7431 3.7947 0.066
H 5.8684 -3.0735 0.0774 0.047
H 5.2895 -1.5951 -1.8157 0.097
H 2.9725 -0.6609 -1.9578 0.107
O -3.4643 0.0878 -0.3583 -0.011
C -3.2791 -1.1094 -0.1577 -0.549
C -4.3982 -2.1519 -0.0664 -0.098
C -3.6422 -3.4665 0.0964 -0.095
C -2.1664 -3.0343 0.1753 -0.508
O -1.2534 -3.8142 0.3495 0.041
N -2.0659 -1.6760 0.0165 -0.025
H -5.0151 -2.0997 -0.9641 0.105
H -5.0254 -1.9036 0.7915 0.108
H -3.7554 -4.1399 -0.7543 0.108
H -3.8962 -4.0178 1.0020 0.106

=====

[4]
84
Properties=species:S:1:pos:R:3:lowdin_charge:R:1 method="wB97M-V/def2-TZVPD" orbital_gap_ev="6.811 / 5.594" multiplicity=2 e_lumo_ev="-5.9339 / -7.1530" max_force_ev_per_a=1.701 s_squared=0.76 e_tot_ha=-3258.533384 de_lowest_kcal_mol=0.0 total_charge=+2 homo_ev="-12.74 / -12.75"
Ru -0.6443 0.4101 0.3743 1.216
S 6.3425 -0.6498 0.0206 1.090
C 6.7248 -2.2693 -0.3460 -0.379
C 5.6308 -2.9770 -0.7457 -0.156
C 4.4555 -2.1878 -0.7553 -0.112
C 4.6850 -0.8941 -0.3634 -0.498
C 3.7033 0.1853 -0.2939 -0.172
C 2.3657 -0.1347 -0.0066 -0.062
N 1.3875 0.7578 0.0134 -0.023
C 1.6875 2.0720 -0.2022 -0.133
C 2.9950 2.4893 -0.4682 -0.111
C 3.2425 3.8866 -0.7058 0.015
C 2.2377 4.7852 -0.6867 0.015
C 0.8854 4.3790 -0.4144 -0.113
C -0.1940 5.2704 -0.3952 0.086
C -1.4789 4.8228 -0.1313 -0.164
C -1.6308 3.4413 0.1284 -0.055
N -0.6252 2.5835 0.1238 -0.001
C 0.6265 3.0294 -0.1579 -0.153
C -2.6333 5.7078 -0.1084 -0.485
C -2.6722 7.0414 -0.4448 -0.099
C -3.9553 7.6055 -0.3094 -0.152
C -4.8784 6.6979 0.1280 -0.373
S -4.1957 5.1590 0.3804 1.091
C 4.0018 1.5153 -0.5184 0.075
H 7.7392 -2.6189 -0.2404 0.081
H 5.6689 -4.0173 -1.0320 0.112
H 3.4896 -2.5473 -1.0872 0.093
H 2.1017 -1.1587 0.2185 0.095
H 4.2588 4.2004 -0.9053 0.132
H 2.4328 5.8332 -0.8727 0.132
H -0.0083 6.3190 -0.5870 0.134
H -2.6135 3.0345 0.3418 0.085
H -1.8158 7.6040 -0.7872 0.116
H -4.1903 8.6361 -0.5269 0.116
H -5.9267 6.8598 0.3206 0.081
H 5.0174 1.8142 -0.7505 0.131
N -0.5950 0.8251 2.4264 -0.048
C -1.9803 0.7599 2.9735 -0.089
C -2.9494 1.0737 1.8378 -0.591
O -3.9159 1.7743 1.9545 0.121
O -2.5890 0.4667 0.7069 -0.203
H 0.0012 0.1549 2.9082 0.098
H -0.1995 1.7457 2.5966 0.115
H -2.1192 1.4406 3.8093 0.140
H -2.1709 -0.2569 3.3111 0.110
O -1.2118 1.0877 -2.4876 -0.013
N -1.3976 0.0403 -1.5539 -0.171
C -2.4483 -0.6438 -1.8294 -0.029
C -2.9347 -1.8562 -1.1581 -0.197
C -4.1683 -2.3439 -1.5715 0.008
C -4.7402 -3.4338 -0.9292 -0.024
C -4.0848 -4.0435 0.1270 -0.022
C -2.8324 -3.5893 0.5392 -0.044
C -2.2586 -2.5098 -0.1028 -0.302
P -0.6071 -1.9125 0.1596 1.028
C 0.3074 -2.5452 -1.2858 -0.340
C 0.2159 -3.9168 -1.5370 -0.081
C 0.8999 -4.4840 -2.6005 -0.045
C 1.6753 -3.6866 -3.4305 -0.046
C 1.7521 -2.3196 -3.2059 -0.058
C 1.0665 -1.7488 -2.1435 -0.117
C 0.1485 -2.7453 1.5955 -0.343
C -0.4302 -2.5091 2.8472 -0.127
C 0.1196 -3.0427 3.9996 -0.053
C 1.2764 -3.8105 3.9195 -0.046
C 1.8574 -4.0544 2.6865 -0.044
C 1.2941 -3.5339 1.5265 -0.075
H -1.4939 1.8898 -2.0172 0.088
H -3.0488 -0.2763 -2.6567 0.159
H -4.6923 -1.8587 -2.3859 0.130
H -5.7041 -3.8003 -1.2534 0.124
H -4.5362 -4.8890 0.6286 0.123
H -2.3120 -4.0937 1.3434 0.116
H -0.3976 -4.5473 -0.9031 0.117
H 0.8193 -5.5466 -2.7858 0.119
H 2.2068 -4.1289 -4.2625 0.120
H 2.3347 -1.6930 -3.8680 0.121
H 1.1075 -0.6788 -2.0131 0.083
H -1.3564 -1.9473 2.9078 0.084
H -0.3535 -2.8725 4.9577 0.118
H 1.7144 -4.2235 4.8180 0.120
H 2.7522 -4.6585 2.6190 0.119
H 1.7615 -3.7436 0.5749 0.096

=====

[5]
86
Properties=species:S:1:pos:R:3:lowdin_charge:R:1 method="wB97M-V/def2-TZVPD" orbital_gap_ev="4.877 / 6.510" multiplicity=3 e_lumo_ev="2.3066 / 2.2694" max_force_ev_per_a=1.082 s_squared=2.05 e_tot_ha=-5655.018661 de_lowest_kcal_mol=0.0 total_charge=-1 homo_ev="-2.57 / -4.24"
Ti 0.0990 -0.2338 -0.0375 1.003
C -1.2585 -2.3693 1.9650 -0.088
N -0.3672 -1.2339 2.1824 -0.250
C -0.9488 -0.3533 3.2040 -0.070
C 0.9709 -1.5720 2.6270 -0.216
C 1.2032 -2.6180 3.4985 -0.048
C 2.4498 -2.8018 4.0855 -0.116
C 3.4344 -1.8626 3.8374 -0.107
C 3.2216 -0.8163 2.9544 -0.026
C 2.0125 -0.6823 2.2468 -0.222
N 1.7094 0.2388 1.2773 -0.010
C 2.6446 1.1044 0.7206 -0.225
C 4.0095 0.8518 0.5409 -0.046
C 4.8217 1.7157 -0.1790 -0.102
C 4.2999 2.8587 -0.7548 -0.111
C 2.9469 3.1364 -0.5942 -0.037
C 2.1283 2.2879 0.1309 -0.211
N 0.7295 2.5130 0.2796 -0.219
C 0.1137 3.3974 -0.6923 -0.087
C 0.3982 2.9482 1.6343 -0.074
H -1.5113 -2.8942 2.8968 0.079
H -0.7948 -3.0598 1.2637 0.085
H -2.1887 -1.9886 1.5356 0.081
H -0.9926 -0.8721 4.1719 0.096
H -1.9451 -0.0501 2.8971 0.052
H -0.3320 0.5384 3.3070 0.086
H 0.3964 -3.2963 3.7457 0.101
H 2.6270 -3.6384 4.7487 0.087
H 4.3973 -1.9432 4.3281 0.095
H 4.0145 -0.1000 2.8097 0.091
H 4.4305 -0.0813 0.8808 0.099
H 5.8662 1.4610 -0.3148 0.098
H 4.9283 3.5299 -1.3265 0.089
H 2.5280 4.0249 -1.0488 0.098
H 0.3849 4.4540 -0.5384 0.086
H -0.9692 3.3041 -0.5912 0.076
H 0.3952 3.1045 -1.7023 0.075
H 0.7893 3.9596 1.8243 0.092
H 0.8352 2.2570 2.3515 0.075
H -0.6843 2.9484 1.7563 0.069
Br 6.5242 -3.4088 -1.0337 0.653
C 4.6759 -2.9761 -0.8151 -0.708
C 3.8850 -3.7838 -0.0135 -0.147
C 2.5475 -3.4485 0.1417 -0.018
C 1.9818 -2.3213 -0.4616 -0.328
O 0.7035 -2.0615 -0.2507 -0.197
C 2.8137 -1.4966 -1.2943 -0.161
C 2.3284 -0.3746 -2.0043 -0.085
N 1.0736 0.0747 -1.8190 -0.051
C 0.3547 0.7231 -2.7740 -0.243
C 0.8335 1.5139 -3.8189 -0.043
C -0.0506 2.0935 -4.7348 -0.105
C -1.4047 1.8690 -4.6862 -0.074
C -1.9259 1.0061 -3.6930 -0.164
C -3.2789 0.6134 -3.6260 -0.015
C -3.6800 -0.2882 -2.6696 -0.056
C -2.7413 -0.7689 -1.7510 -0.131
N -1.4733 -0.4033 -1.7665 0.041
C -1.0545 0.4573 -2.7295 -0.150
C 4.1689 -1.8668 -1.4476 -0.111
H 4.3021 -4.6479 0.4844 0.090
H 1.9058 -4.0495 0.7729 0.112
H 2.9615 0.0615 -2.7740 0.117
H 1.8950 1.7087 -3.9014 0.100
H 0.3549 2.7332 -5.5099 0.097
H -2.0757 2.3137 -5.4100 0.096
H -3.9846 1.0167 -4.3424 0.110
H -4.7081 -0.6174 -2.6052 0.098
H -3.0408 -1.4398 -0.9554 0.112
H 4.8115 -1.2467 -2.0602 0.103
F -7.5589 4.5682 3.5315 0.122
C -7.6717 3.9075 2.3525 -0.577
F -8.1379 4.8000 1.4591 0.124
F -8.6596 2.9984 2.5416 0.121
C -6.3922 3.2724 1.9364 -0.145
C -5.8320 2.3053 2.7677 -0.019
C -4.6465 1.6985 2.4167 -0.018
C -3.9862 2.0417 1.2248 -0.237
C -4.5660 3.0188 0.4015 -0.018
C -5.7543 3.6276 0.7528 -0.016
C -2.7653 1.4128 0.8661 -0.133
C -1.7088 0.8755 0.5657 -0.056
H -6.3312 2.0315 3.6885 0.121
H -4.2097 0.9480 3.0610 0.109
H -4.0670 3.2867 -0.5201 0.114
H -6.1898 4.3787 0.1080 0.115